C5H10NO | the ωB97M-V functional and the def2-TZVPD basis

## Properties
- Kohn-Sham gap (eV) = 6.031
- electronic energy (a.u.) = -326.316646
- HOMO (eV) = -1.88
- ΔE to the lowest compared entry with this formula, charge and spin (kJ/mol) = 442.8

```
! wB97M-V def2-TZVPD RIJCOSX def2/J DEFGRID3
* xyz -1 1
O -0.907 -1.238 -2.278
N -1.754 -0.631 -1.403
C -1.009 0.077 1.452
C -0.552 -0.123 0.069
C 0.677 -0.858 -0.181
C -0.674 1.277 0.446
C 1.927 -0.041 -0.060
H -1.482 1.894 -0.038
H 1.752 0.771 -0.812
H 0.520 -1.638 0.663
H -2.065 0.188 1.924
H 2.160 0.356 0.926
H -1.790 0.327 -1.831
H -0.376 -0.182 2.187
H 0.159 1.863 0.543
H 2.872 -0.666 -0.340
H 0.541 -1.379 -1.268
*
```

Atomic partial charges in e from the Mulliken method, atoms 1 to 4:
1 O -0.666
2 N -0.347
3 C -1.103
4 C 0.830